1.
ORCA calculation (ωB97M-V with the def2-TZVPD basis set) on C30H35F6N3O4RhS2SbSi3 as an isolated structure.

Calculated values
- total energy (eV) = -115503.0216
- total charge = -1
- lowest unoccupied orbital energy (alpha / beta) (hartree) = 0.0152 / -0.0193
- multiplicity = 2
- <S²> = 0.7620
- strongest force on any atom (eV/Å) = 0.67
- E_HOMO (alpha / beta) (eV) = -6.262 / -6.252

Each line ends with the Mulliken spin population.
Cartesian coordinates (Å):
Rh: -0.053 -0.434 -0.211  0.607
C: 2.690 -1.068 3.955  -0.003
Si: 1.258 -1.152 2.727  -0.015
C: 1.102 -2.999 2.396  0.008
C: -0.234 -0.519 3.706  0.016
C: 1.557 -0.099 1.157  -0.031
Si: 3.311 -0.450 0.425  0.004
C: 3.746 -2.275 0.387  0.000
C: 3.798 0.320 -1.214  0.007
C: 4.551 0.311 1.642  0.003
Si: 1.458 1.764 1.529  0.004
C: 1.976 2.252 3.267  -0.001
C: 2.337 2.881 0.324  0.002
C: -0.365 2.153 1.348  -0.005
C: -1.018 3.261 1.863  0.002
C: -2.347 3.488 1.551  -0.001
C: -3.003 2.584 0.733  -0.004
C: -2.305 1.495 0.256  0.005
N: -1.016 1.289 0.549  0.063
H: 2.299 -1.523 4.872  0.000
H: 3.039 -0.068 4.203  0.000
H: 3.541 -1.671 3.636  0.000
H: 0.119 -3.378 2.680  -0.003
H: 1.845 -3.533 2.992  0.000
H: 1.275 -3.251 1.351  0.000
H: -0.964 -1.315 3.854  -0.004
H: -0.756 0.311 3.227  -0.002
H: 0.092 -0.180 4.693  0.001
H: 3.088 -2.858 -0.255  0.000
H: 3.740 -2.721 1.384  0.000
H: 4.764 -2.357 -0.007  0.000
H: 3.053 0.968 -1.660  0.000
H: 3.997 -0.462 -1.949  -0.001
H: 4.716 0.892 -1.059  0.000
H: 4.615 -0.180 2.610  0.000
H: 4.395 1.379 1.806  0.000
H: 5.525 0.211 1.153  0.000
H: 3.049 2.123 3.416  0.000
H: 1.447 1.714 4.054  0.000
H: 1.762 3.319 3.384  0.000
H: 3.417 2.739 0.290  0.000
H: 2.134 3.911 0.635  0.001
H: 1.927 2.769 -0.680  0.000
H: -0.472 3.966 2.475  0.000
H: -2.852 4.374 1.908  0.000
H: -4.026 2.734 0.422  0.000
H: -2.777 0.771 -0.394  -0.017
S: -1.578 -1.562 0.897  0.190
C: -1.456 -3.211 0.338  0.015
C: -2.291 -4.181 0.885  0.024
C: -2.205 -5.497 0.464  -0.011
C: -3.072 -6.484 1.039  0.002
N: -3.777 -7.258 1.512  -0.005
C: -1.263 -5.844 -0.525  0.015
C: -0.433 -4.880 -1.065  -0.005
C: -0.515 -3.550 -0.640  0.015
S: 0.527 -2.344 -1.318  -0.011
C: -1.153 -7.203 -0.980  -0.001
N: -1.066 -8.288 -1.349  0.008
H: -3.013 -3.906 1.643  0.000
H: 0.290 -5.156 -1.820  0.000
F: -0.436 3.738 -1.176  0.000
Sb: -1.272 5.396 -1.631  0.000
F: -1.209 4.903 -3.452  0.000
F: 0.430 6.204 -1.748  0.000
F: -2.122 7.026 -2.061  0.000
F: -1.343 5.847 0.216  0.000
F: -2.960 4.544 -1.463  0.000
O: 1.553 0.329 -3.803  0.001
C: 0.637 0.408 -3.017  -0.028
O: 0.834 0.513 -1.710  0.137
C: -0.793 0.393 -3.461  0.030
C: -1.166 -0.480 -4.472  0.003
C: -2.495 -0.572 -4.894  0.000
C: -3.396 0.257 -4.272  -0.001
O: -4.749 0.352 -4.478  0.000
C: -5.145 1.519 -3.754  0.000
O: -4.124 1.808 -2.812  0.000
C: -3.016 1.143 -3.279  -0.008
C: -1.720 1.247 -2.848  -0.005
H: -0.404 -1.098 -4.927  0.000
H: -2.804 -1.259 -5.669  0.000
H: -6.076 1.317 -3.230  0.000
H: -5.248 2.359 -4.450  0.000
H: -1.404 1.984 -2.123  -0.003



2.
ORCA calculation (ωB97M-V with the def2-TZVPD basis set) on C29H23I2N3OsPS as an isolated structure in a non-equilibrium geometry.

Calculated values
- total energy (eV) = -73674.1323
- total charge = +3
- lowest unoccupied orbital energy (alpha / beta) (hartree) = -0.3698 / -0.4256
- multiplicity = 5
- <S²> = 6.2445
- strongest force on any atom (eV/Å) = 3.15
- E_HOMO (alpha / beta) (eV) = -15.716 / -16.528

Each line ends with the Mulliken spin population.
Cartesian coordinates (Å):
Os: 1.987 -0.643 0.383  1.079
N: -0.698 -0.533 2.842  0.229
C: 0.151 -0.339 3.885  0.146
C: -0.078 0.188 5.160  -0.016
C: 1.073 0.427 5.923  0.101
C: 2.328 0.041 5.479  0.116
C: 2.540 -0.488 4.261  -0.059
C: 1.478 -0.627 3.376  0.212
N: 1.348 -1.166 2.125  0.283
C: -0.055 -1.008 1.680  -0.229
C: 0.405 -3.033 0.288  -0.063
C: 0.813 -4.268 0.546  0.008
S: 2.237 -4.687 -0.339  0.007
C: 2.234 -3.240 -1.076  -0.015
N: 1.281 -2.387 -0.617  0.027
H: -1.712 -0.519 2.896  -0.002
H: -1.100 0.273 5.551  -0.001
H: 1.031 0.936 6.892  0.005
H: 3.163 0.262 6.144  0.005
H: 3.494 -0.753 3.893  0.001
H: 0.417 -4.976 1.334  -0.001
H: 2.892 -3.046 -1.911  0.000
C: -3.645 4.845 -1.237  0.207
C: -2.876 4.623 -0.066  0.019
C: -1.720 3.798 -0.193  0.054
C: -1.318 3.351 -1.466  0.210
C: -1.984 3.805 -2.601  0.034
C: -3.107 4.631 -2.523  0.026
P: -0.094 2.020 -1.444  0.324
C: -0.544 1.074 -2.930  0.039
C: 0.525 0.469 -3.576  -0.010
C: 0.326 -0.612 -4.456  0.015
C: -0.982 -1.065 -4.680  -0.007
C: -2.075 -0.485 -4.021  0.017
C: -1.823 0.597 -3.169  0.025
C: -0.760 0.793 -0.240  -0.227
C: -2.069 0.493 0.073  0.337
C: -2.600 -0.864 0.138  -0.185
C: -1.912 -2.046 0.314  0.305
C: -0.640 -2.317 1.081  0.130
C: 0.212 0.074 0.437  0.714
H: -4.702 5.069 -1.120  0.003
H: -3.166 5.030 0.901  0.002
H: -1.099 3.609 0.729  0.004
H: -1.505 3.668 -3.593  -0.001
H: -3.612 5.094 -3.370  0.004
H: 1.534 0.855 -3.303  -0.013
H: 1.249 -1.108 -4.772  0.001
H: -1.224 -1.900 -5.395  0.000
H: -3.030 -0.967 -4.200  0.001
H: -2.614 1.013 -2.459  -0.011
H: -2.822 1.283 -0.085  0.010
H: -3.593 -0.886 -0.181  0.013
H: -2.429 -2.957 -0.090  -0.010
H: -0.919 -3.058 1.832  0.039
I: 7.207 -2.077 0.936  0.008
C: 5.995 -1.825 -0.830  0.030
I: 4.443 -0.126 -0.494  0.057
H: 5.469 -2.794 -1.035  0.000
H: 6.677 -1.522 -1.627  0.004



Question: Which of these has the highest total energy?
Answer: C29H23I2N3OsPS



Question: Number 2 is which compound?
Answer: C29H23I2N3OsPS



Question: Number 1 is which compound?
Answer: C30H35F6N3O4RhS2SbSi3



Repeat the second record exactly.
ORCA calculation (ωB97M-V with the def2-TZVPD basis set) on C29H23I2N3OsPS as an isolated structure in a non-equilibrium geometry.

Calculated values
- total energy (eV) = -73674.1323
- total charge = +3
- lowest unoccupied orbital energy (alpha / beta) (hartree) = -0.3698 / -0.4256
- multiplicity = 5
- <S²> = 6.2445
- strongest force on any atom (eV/Å) = 3.15
- E_HOMO (alpha / beta) (eV) = -15.716 / -16.528

Each line ends with the Mulliken spin population.
Cartesian coordinates (Å):
Os: 1.987 -0.643 0.383  1.079
N: -0.698 -0.533 2.842  0.229
C: 0.151 -0.339 3.885  0.146
C: -0.078 0.188 5.160  -0.016
C: 1.073 0.427 5.923  0.101
C: 2.328 0.041 5.479  0.116
C: 2.540 -0.488 4.261  -0.059
C: 1.478 -0.627 3.376  0.212
N: 1.348 -1.166 2.125  0.283
C: -0.055 -1.008 1.680  -0.229
C: 0.405 -3.033 0.288  -0.063
C: 0.813 -4.268 0.546  0.008
S: 2.237 -4.687 -0.339  0.007
C: 2.234 -3.240 -1.076  -0.015
N: 1.281 -2.387 -0.617  0.027
H: -1.712 -0.519 2.896  -0.002
H: -1.100 0.273 5.551  -0.001
H: 1.031 0.936 6.892  0.005
H: 3.163 0.262 6.144  0.005
H: 3.494 -0.753 3.893  0.001
H: 0.417 -4.976 1.334  -0.001
H: 2.892 -3.046 -1.911  0.000
C: -3.645 4.845 -1.237  0.207
C: -2.876 4.623 -0.066  0.019
C: -1.720 3.798 -0.193  0.054
C: -1.318 3.351 -1.466  0.210
C: -1.984 3.805 -2.601  0.034
C: -3.107 4.631 -2.523  0.026
P: -0.094 2.020 -1.444  0.324
C: -0.544 1.074 -2.930  0.039
C: 0.525 0.469 -3.576  -0.010
C: 0.326 -0.612 -4.456  0.015
C: -0.982 -1.065 -4.680  -0.007
C: -2.075 -0.485 -4.021  0.017
C: -1.823 0.597 -3.169  0.025
C: -0.760 0.793 -0.240  -0.227
C: -2.069 0.493 0.073  0.337
C: -2.600 -0.864 0.138  -0.185
C: -1.912 -2.046 0.314  0.305
C: -0.640 -2.317 1.081  0.130
C: 0.212 0.074 0.437  0.714
H: -4.702 5.069 -1.120  0.003
H: -3.166 5.030 0.901  0.002
H: -1.099 3.609 0.729  0.004
H: -1.505 3.668 -3.593  -0.001
H: -3.612 5.094 -3.370  0.004
H: 1.534 0.855 -3.303  -0.013
H: 1.249 -1.108 -4.772  0.001
H: -1.224 -1.900 -5.395  0.000
H: -3.030 -0.967 -4.200  0.001
H: -2.614 1.013 -2.459  -0.011
H: -2.822 1.283 -0.085  0.010
H: -3.593 -0.886 -0.181  0.013
H: -2.429 -2.957 -0.090  -0.010
H: -0.919 -3.058 1.832  0.039
I: 7.207 -2.077 0.936  0.008
C: 5.995 -1.825 -0.830  0.030
I: 4.443 -0.126 -0.494  0.057
H: 5.469 -2.794 -1.035  0.000
H: 6.677 -1.522 -1.627  0.004